Record 1
{"formula": "CH7N4", "method": "ωB97M-V/def2-TZVPD", "species": ["C", "N", "N", "N", "N", "H", "H", "H", "H", "H", "H", "H"], "xyz": [[-0.254, -0.045, 0.840], [-0.908, 0.373, -0.397], [0.906, -0.749, 0.391], [-1.993, -0.219, -0.698], [1.831, 0.171, -0.198], [0.090, 1.008, 1.279], [-0.971, -0.787, 1.468], [-2.451, -0.869, -0.084], [-2.374, 0.032, -1.649], [2.697, -0.223, 0.062], [1.636, 1.141, 0.197], [1.791, 0.167, -1.213]], "homo_lumo_gap_ha": [0.2693, 0.2688], "relative_energy_ev": 3.354, "e_homo_ev": [-12.94, -12.94], "energy_ev": -7099.4933, "charge": 1}

Record 2
{"formula": "C35H44N2O2P3Tl", "method": "ωB97M-V/def2-TZVPD", "species": ["C", "C", "N", "C", "C", "C", "C", "P", "Tl", "P", "C", "C", "C", "C", "C", "C", "C", "O", "O", "H", "H", "H", "C", "C", "H", "H", "H", "H", "C", "C", "H", "H", "H", "H", "H", "H", "H", "H", "H", "H", "H", "H", "H", "H", "H", "H", "H", "H", "H", "H", "H", "H", "N", "P", "C", "C", "C", "C", "C", "C", "C", "C", "C", "C", "C", "C", "C", "C", "C", "C", "C", "C", "H", "H", "H", "H", "H", "H", "H", "H", "H", "H", "H", "H", "H", "H", "H"], "xyz": [[-0.315, 3.725, -3.522], [-0.303, 2.371, -3.123], [0.576, 1.926, -2.212], [1.410, 2.782, -1.614], [1.372, 4.166, -1.880], [0.515, 4.634, -2.872], [-1.282, 1.402, -3.758], [-1.699, -0.062, -2.713], [0.303, -0.677, -0.995], [2.740, 0.443, -0.746], [2.424, 2.262, -0.600], [0.403, -2.918, -1.171], [-0.629, -3.556, -0.485], [-0.585, -4.959, -0.346], [0.465, -5.691, -0.919], [1.490, -5.026, -1.607], [1.472, -3.617, -1.710], [-0.273, 0.301, -6.157], [0.881, -1.703, -4.878], [-1.020, 4.019, -4.300], [2.041, 4.812, -1.314], [0.488, 5.694, -3.129], [-3.284, 0.441, -1.964], [-2.294, -1.289, -3.930], [3.385, 2.770, -0.781], [2.107, 2.495, 0.435], [-0.893, 1.035, -4.765], [-2.234, 1.928, -3.930], [3.480, -0.011, 0.862], [4.228, 0.468, -1.813], [-1.457, -2.997, -0.037], [-1.377, -5.466, 0.208], [0.484, -6.782, -0.833], [2.307, -5.587, -2.068], [2.291, -3.104, -2.216], [0.956, -1.536, -3.870], [0.638, -2.646, -4.972], [0.236, -0.467, -5.751], [0.389, 0.910, -6.523], [0.854, -1.343, -2.578], [-4.034, 0.563, -2.760], [-3.578, -0.357, -1.267], [-3.170, 1.372, -1.394], [-3.147, -0.868, -4.484], [-1.484, -1.572, -4.617], [-2.614, -2.177, -3.365], [5.044, 0.967, -1.269], [4.508, -0.569, -2.039], [4.013, 0.991, -2.754], [4.469, 0.467, 0.960], [2.829, 0.309, 1.688], [3.570, -1.111, 0.879], [-0.478, 0.344, 0.578], [-0.605, 0.211, 2.140], [0.631, 1.155, 3.080], [1.463, 0.562, 4.042], [2.488, 1.320, 4.620], [2.653, 2.665, 4.277], [1.759, 3.287, 3.402], [0.746, 2.530, 2.808], [-2.114, 1.112, 2.545], [-2.565, 1.138, 3.875], [-3.684, 1.913, 4.197], [-4.313, 2.671, 3.199], [-3.830, 2.675, 1.887], [-2.715, 1.892, 1.552], [-0.681, -1.446, 2.850], [-1.861, -1.927, 3.444], [-1.860, -3.165, 4.096], [-0.728, -3.983, 4.030], [0.388, -3.583, 3.289], [0.411, -2.321, 2.691], [1.314, -0.481, 4.333], [3.166, 0.850, 5.336], [3.488, 3.235, 4.683], [1.848, 4.350, 3.164], [0.037, 3.006, 2.125], [-2.043, 0.560, 4.644], [-4.055, 1.914, 5.223], [-5.189, 3.266, 3.454], [-4.307, 3.275, 1.111], [-2.300, 1.882, 0.542], [-2.775, -1.335, 3.395], [-2.750, -3.490, 4.640], [-0.729, -4.951, 4.530], [1.238, -4.256, 3.161], [1.253, -2.039, 2.055]], "homo_lumo_gap_ha": 0.2294, "relative_energy_ev": 0.000, "e_homo_ev": -5.72, "energy_ev": -76640.4940}

Record 3
{"formula": "C6H11N", "method": "ωB97M-V/def2-TZVPD", "species": ["C", "C", "C", "C", "C", "C", "H", "H", "H", "H", "H", "H", "H", "H", "H", "H", "H", "N"], "xyz": [[2.086, 0.175, -0.189], [0.799, -0.685, -0.277], [-0.613, -0.397, -0.869], [-0.938, 1.108, -0.657], [-0.341, 1.015, 0.839], [-0.066, -0.447, 0.996], [2.833, -0.061, 0.593], [2.430, -0.177, -1.092], [1.957, 1.299, -0.395], [0.898, -1.699, -0.252], [-1.035, -0.890, -1.842], [-0.262, 1.471, -1.683], [-1.904, 1.376, -0.710], [0.659, 1.522, 1.087], [-1.248, 1.202, 1.423], [0.219, -0.602, 2.095], [-1.133, -1.809, -0.091], [-1.282, -0.893, 0.258]], "homo_lumo_gap_ha": 0.3723, "relative_energy_ev": 4.799, "e_homo_ev": -9.09, "energy_ev": -7885.7319}